DFT (ωB97M-V/def2-TZVPD) results for the molecule C4H8N2S in a non-equilibrium geometry.

Results
Highest occupied orbital energy ... -8.61 eV
Energy above the lowest of the compared OMol25 structures with the same formula, charge and spin ... 102.4 kcal/mol
SMILES string ... S/N=C1\CCNC1

Each line ends with the Löwdin charge.
Geometry (Å):
1 C 0.545 -0.551 -0.030  -0.38
2 C 0.359 0.872 -0.179  -0.27
3 C -1.166 1.090 0.230  -0.17
4 C -0.837 -1.319 -0.010  -0.17
5 H 4.236 -0.612 -0.795  0.01
6 H 0.736 1.390 -1.160  0.14
7 H 0.924 1.467 0.578  0.08
8 H -1.248 1.015 1.393  0.13
9 H -1.803 1.948 -0.268  0.14
10 H -2.604 -0.465 0.230  0.14
11 H -1.050 -2.108 -0.848  0.15
12 H -1.103 -1.666 0.951  0.09
13 N 1.776 -1.001 0.279  -0.36
14 N -1.710 -0.222 -0.362  -0.14
15 S 2.945 0.162 -0.009  0.62

DFT (ωB97M-V/def2-TZVPD) results for a structure of composition C5H8O in a non-equilibrium geometry.

Results
Highest occupied orbital energy ... -9.61 eV
Energy above the lowest of the compared OMol25 structures with the same formula, charge and spin ... 49.8 kcal/mol

Each line ends with the Löwdin charge.
Geometry (Å):
1 C -0.252 -0.499 1.241  -0.05
2 C 0.974 0.111 0.540  -0.34
3 C 0.767 -0.269 -0.937  -0.12
4 C -0.766 0.023 -1.049  -0.11
5 C -0.874 0.609 0.374  -0.24
6 O 0.390 1.401 0.543  -0.09
7 H -0.444 -1.557 1.021  0.12
8 H -0.348 -0.295 2.307  0.11
9 H 1.969 0.088 0.972  0.14
10 H 1.335 0.418 -1.567  0.11
11 H 1.052 -1.299 -1.145  0.11
12 H -1.036 0.736 -1.830  0.11
13 H -1.336 -0.902 -1.236  0.11
14 H -1.432 1.434 0.766  0.14

DFT (ωB97M-V/def2-TZVPD) results for the molecule C10H10O3S in a non-equilibrium geometry.

Results
Highest occupied orbital energy (spin up / spin down) ... -6.59 / -6.60 eV
Energy above the lowest of the compared OMol25 structures with the same formula, charge and spin ... 86.6 kcal/mol

Each line ends with the Löwdin charge.
Geometry (Å):
1 C 3.220 0.603 1.089  -0.21
2 C 1.927 0.137 1.421  -0.16
3 C 3.419 0.610 -0.256  -0.43
4 C 1.172 -0.260 0.325  -0.61
5 C -0.112 -0.791 0.149  0.03
6 C -1.225 -1.476 -0.067  -0.22
7 C -2.481 -0.799 -0.302  -0.43
8 C -1.358 1.365 -0.628  -0.33
9 C -1.248 -2.995 -0.288  -0.02
10 C -0.892 2.273 0.524  0.03
11 O -3.525 -1.351 -0.456  0.15
12 O -2.474 0.570 -0.550  0.09
13 O -0.949 1.754 -1.821  0.14
14 S 2.115 -0.172 -1.077  1.03
15 H 4.051 1.065 1.675  0.12
16 H 1.472 -0.185 2.410  0.13
17 H 4.376 0.820 -0.659  0.05
18 H -0.565 -3.524 0.369  0.08
19 H -0.982 -3.113 -1.336  0.08
20 H -2.317 -3.351 -0.206  0.09
21 H 0.172 2.407 0.444  0.08
22 H -1.093 1.744 1.380  0.06
23 H -1.440 3.246 0.512  0.11
24 H -1.265 1.424 -2.654  0.14

DFT (ωB97M-V/def2-TZVPD) results for a cluster of 2 separate species, C3H10N2O2 in total in a non-equilibrium geometry.

Results
Highest occupied orbital energy ... -9.30 eV
Energy above the lowest of the compared OMol25 structures with the same formula, charge and spin ... 31.1 kcal/mol
SMILES string ... NCC(=O)O.CN

Each line ends with the Löwdin charge.
Geometry (Å):
1 C -0.490 0.087 -1.929  -0.20
2 C -0.442 0.828 1.218  -0.52
3 N -1.419 -0.962 -1.547  -0.07
4 O -1.035 -0.380 1.347  0.06
5 O -1.076 1.854 1.391  0.08
6 H -1.967 -0.215 1.081  0.14
7 H -1.033 -1.445 -0.732  0.04
8 H -1.463 -1.665 -2.283  0.06
9 H 0.523 -0.308 -2.043  0.06
10 H -0.791 0.540 -2.876  0.07
11 C 1.125 0.750 1.216  -0.17
12 N 1.638 -0.597 0.933  -0.01
13 H 1.215 -1.253 1.590  0.07
14 H 2.644 -0.623 1.075  0.07
15 H 1.453 1.068 2.209  0.12
16 H 1.505 1.448 0.466  0.12
17 H -0.388 0.873 -1.116  0.07

DFT (ωB97M-V/def2-TZVPD) results for a structure of composition C25H29IrN2O10Se.

Results
2S+1 ... 2
Highest occupied orbital energy (spin up / spin down) ... -3.88 / -3.88 eV
<S²> ... 0.75
Energy above the lowest of the compared OMol25 structures with the same formula, charge and spin ... 56.3 kcal/mol
Net charge ... -1

Each line ends with the Löwdin charge.
Geometry (Å):
1 Ir 0.679 -0.948 0.515  1.68
2 N 0.543 -0.007 -1.312  -0.11
3 C 1.733 0.756 -1.738  -0.13
4 C 2.474 1.195 -0.494  -0.55
5 O 3.323 2.064 -0.473  0.06
6 N 2.110 0.429 0.556  -0.13
7 C 2.539 0.691 1.901  -0.09
8 C 1.250 0.820 2.706  -0.57
9 O 1.144 1.367 3.771  0.09
10 O 0.240 0.205 2.104  -0.21
11 H 0.323 -0.738 -1.982  0.11
12 H -0.264 0.655 -1.227  -0.05
13 H 1.454 1.599 -2.363  0.12
14 H 2.399 0.082 -2.281  0.13
15 H 3.148 1.591 1.942  0.13
16 H 3.109 -0.155 2.298  0.13
17 C -2.917 -2.624 0.497  0.00
18 C -2.230 -1.682 1.475  -0.52
19 C -3.186 -1.105 2.505  0.00
20 O -1.695 -0.608 0.685  -0.13
21 C -1.129 -2.500 2.194  -0.55
22 O -1.454 -3.349 2.993  0.09
23 O 0.124 -2.323 1.838  -0.16
24 H -3.747 -2.104 0.017  0.09
25 H -3.286 -3.501 1.026  0.09
26 H -2.211 -2.948 -0.270  0.09
27 H -4.022 -0.621 1.997  0.09
28 H -2.673 -0.367 3.124  0.10
29 H -3.555 -1.900 3.151  0.09
30 H -1.560 0.173 1.254  0.04
31 C -3.167 8.198 -1.433  -0.07
32 C -2.593 6.841 -1.122  -0.30
33 C -3.250 5.674 -1.484  -0.04
34 C -2.728 4.416 -1.202  -0.32
35 C -3.500 3.197 -1.620  -0.12
36 C -1.494 4.295 -0.538  -0.55
37 Se -0.770 2.569 -0.147  0.74
38 C -0.822 5.471 -0.159  -0.31
39 C 0.493 5.457 0.576  -0.09
40 C -1.382 6.709 -0.457  -0.04
41 H -4.105 8.108 -1.983  0.06
42 H -2.480 8.793 -2.040  0.07
43 H -3.369 8.766 -0.522  0.07
44 H -4.203 5.740 -2.002  0.10
45 H -4.471 3.478 -2.033  0.06
46 H -3.644 2.522 -0.774  0.05
47 H -2.946 2.623 -2.366  0.06
48 H 0.906 4.454 0.628  0.01
49 H 0.363 5.825 1.598  0.08
50 H 1.216 6.109 0.080  0.07
51 H -0.843 7.605 -0.157  0.11
52 O 0.758 -2.684 -0.748  -0.13
53 C 1.875 -3.118 -0.258  -0.58
54 O 2.560 -2.344 0.433  -0.01
55 C 2.301 -4.510 -0.534  -0.13
56 C 1.643 -5.259 -1.499  -0.01
57 C 2.018 -6.576 -1.773  0.02
58 C 3.054 -7.085 -1.030  -0.21
59 O 3.608 -8.334 -1.101  0.03
60 C 4.575 -8.394 -0.052  -0.14
61 O 4.701 -7.093 0.507  0.03
62 C 3.706 -6.337 -0.063  -0.19
63 C 3.361 -5.044 0.212  0.09
64 H 0.821 -4.805 -2.034  0.12
65 H 1.518 -7.170 -2.525  0.12
66 H 5.534 -8.704 -0.468  0.13
67 H 4.228 -9.092 0.716  0.14
68 H 3.861 -4.448 0.962  0.14

DFT (ωB97M-V/def2-TZVPD) results for a cluster of 5 separate species, C32H72F6N6O2P in total in a non-equilibrium geometry.

Results
Highest occupied orbital energy ... -9.69 eV
Net charge ... +1

Each line ends with the Löwdin charge.
Geometry (Å):
1 C 0.122 -4.113 1.109  -0.07
2 C 1.631 -4.114 0.803  -0.22
3 C 2.417 -3.189 1.734  -0.20
4 C 2.220 -1.759 1.291  -0.21
5 N 3.022 -0.838 2.201  -0.12
6 P 2.508 0.701 2.333  1.08
7 N 2.112 1.474 0.895  0.01
8 C 0.713 1.358 0.477  -0.52
9 O 0.264 0.436 -0.088  0.24
10 F 0.073 2.424 0.870  0.21
11 C 3.010 1.413 -0.223  -0.52
12 O 2.857 2.050 -1.187  0.25
13 F 4.018 0.620 0.025  0.18
14 C 1.054 0.847 3.494  -0.51
15 F 0.003 0.179 2.971  0.12
16 F 0.751 2.159 3.612  0.11
17 C 1.415 0.271 4.899  -0.32
18 F 0.661 0.909 5.814  0.13
19 F 1.130 -1.054 4.885  0.10
20 H -0.096 -3.412 1.911  0.06
21 H -0.447 -3.767 0.257  0.07
22 H -0.230 -5.086 1.421  0.07
23 H 2.022 -5.116 0.888  0.11
24 H 1.767 -3.752 -0.209  0.10
25 H 3.471 -3.433 1.787  0.12
26 H 1.986 -3.273 2.731  0.11
27 H 1.162 -1.539 1.362  0.10
28 H 2.570 -1.622 0.279  0.12
29 H 3.033 -1.267 3.126  0.11
30 H 3.510 1.455 2.931  0.10
31 H 2.470 0.429 5.141  0.17
32 C 1.507 8.667 -2.853  -0.09
33 C 1.463 7.474 -3.794  -0.27
34 N 2.723 6.757 -3.867  -0.20
35 C 2.783 5.799 -4.956  -0.24
36 C 1.835 4.592 -4.919  -0.08
37 C 3.263 6.309 -2.599  -0.24
38 C 2.393 5.372 -1.746  -0.09
39 H 2.319 9.343 -3.121  0.08
40 H 0.569 9.219 -2.917  0.07
41 H 1.636 8.368 -1.812  0.06
42 H 1.239 7.836 -4.800  0.12
43 H 0.619 6.825 -3.506  0.10
44 H 3.812 5.439 -5.035  0.11
45 H 2.596 6.352 -5.881  0.11
46 H 2.149 3.845 -4.189  0.04
47 H 1.827 4.103 -5.894  0.07
48 H 0.809 4.884 -4.693  0.07
49 H 3.506 7.190 -2.001  0.10
50 H 4.225 5.830 -2.795  0.12
51 H 1.356 5.708 -1.698  0.07
52 H 2.776 5.348 -0.721  0.07
53 H 2.407 4.352 -2.122  0.03
54 C 1.220 -9.667 1.910  -0.09
55 C -0.111 -9.356 2.578  -0.28
56 N -0.976 -8.521 1.765  -0.21
57 C -2.122 -8.006 2.495  -0.26
58 C -3.163 -9.006 3.014  -0.08
59 C -1.250 -9.015 0.426  -0.25
60 C -1.897 -10.400 0.282  -0.08
61 H 1.733 -8.749 1.619  0.07
62 H 1.860 -10.212 2.603  0.07
63 H 1.100 -10.290 1.023  0.07
64 H 0.088 -8.812 3.505  0.12
65 H -0.587 -10.304 2.872  0.10
66 H -2.626 -7.266 1.867  0.11
67 H -1.735 -7.443 3.352  0.10
68 H -3.794 -9.392 2.216  0.06
69 H -3.820 -8.510 3.730  0.07
70 H -2.701 -9.849 3.527  0.07
71 H -0.308 -9.022 -0.128  0.10
72 H -1.869 -8.272 -0.083  0.11
73 H -1.435 -11.136 0.941  0.07
74 H -1.774 -10.757 -0.741  0.07
75 H -2.965 -10.382 0.489  0.06
76 C -2.653 2.399 3.024  -0.09
77 C -2.769 3.912 2.928  -0.28
78 N -3.911 4.438 3.641  -0.20
79 C -4.194 5.829 3.331  -0.24
80 C -3.159 6.888 3.731  -0.08
81 C -4.001 4.063 5.042  -0.24
82 C -2.829 4.429 5.964  -0.08
83 H -3.569 1.913 2.687  0.09
84 H -1.836 2.056 2.390  0.03
85 H -2.442 2.066 4.041  0.07
86 H -2.886 4.183 1.875  0.12
87 H -1.814 4.361 3.257  0.10
88 H -5.157 6.086 3.780  0.11
89 H -4.350 5.892 2.250  0.11
90 H -3.161 7.082 4.802  0.06
91 H -3.392 7.831 3.234  0.07
92 H -2.147 6.607 3.434  0.06
93 H -4.150 2.982 5.092  0.10
94 H -4.923 4.489 5.441  0.12
95 H -1.863 4.208 5.506  0.06
96 H -2.894 3.849 6.886  0.07
97 H -2.837 5.480 6.246  0.06
98 C -1.940 -1.236 -6.248  -0.09
99 C -1.407 -0.365 -5.122  -0.27
100 N -0.201 -0.897 -4.511  -0.20
101 C 0.155 -0.233 -3.277  -0.26
102 C 0.555 1.247 -3.333  -0.08
103 C 0.895 -1.175 -5.423  -0.24
104 C 1.436 -0.016 -6.274  -0.08
105 H -2.102 -2.259 -5.905  0.08
106 H -2.892 -0.839 -6.598  0.08
107 H -1.266 -1.262 -7.103  0.07
108 H -2.169 -0.308 -4.340  0.12
109 H -1.274 0.661 -5.500  0.10
110 H 0.962 -0.801 -2.798  0.11
111 H -0.703 -0.322 -2.602  0.10
112 H 1.559 1.388 -3.731  0.05
113 H 0.550 1.659 -2.324  0.04
114 H -0.133 1.849 -3.927  0.08
115 H 0.577 -1.973 -6.096  0.10
116 H 1.713 -1.609 -4.841  0.11
117 H 0.633 0.578 -6.711  0.07
118 H 2.031 -0.413 -7.098  0.07
119 H 2.082 0.651 -5.705  0.05

DFT (ωB97M-V/def2-TZVPD) results for a structure of composition C7H14PPtS in a non-equilibrium geometry.

Results
2S+1 ... 3
Highest occupied orbital energy (spin up / spin down) ... 0.47 / -4.71 eV
<S²> ... 2.02
Energy above the lowest of the compared OMol25 structures with the same formula, charge and spin ... 0.0 kcal/mol
Net charge ... -1

Each line ends with the Löwdin charge.
Geometry (Å):
1 C 0.620 2.048 -2.108  -0.32
2 C 1.814 1.241 -1.903  -0.18
3 C 2.092 1.198 -0.524  -0.21
4 C 1.111 1.912 0.198  -0.23
5 C 0.110 2.389 -0.712  -0.31
6 Pt -0.687 0.436 -1.501  0.00
7 P -1.795 -1.199 -2.227  0.41
8 H 0.225 2.453 -3.033  0.07
9 H 2.447 0.863 -2.699  0.09
10 H 3.034 0.856 -0.106  0.09
11 H -0.666 3.124 -0.514  0.07
12 H 1.174 2.199 1.238  0.08
13 H -1.560 -2.565 -1.826  -0.14
14 H -1.538 -1.223 -3.637  -0.16
15 H -3.204 -0.956 -2.124  -0.17
16 C 0.472 -0.945 3.331  -0.46
17 S 0.170 -0.683 1.593  0.70
18 C -1.161 -1.861 1.412  -0.46
19 H 1.376 -0.403 3.619  0.03
20 H 0.624 -2.026 3.487  0.03
21 H -0.388 -0.582 3.907  0.03
22 H -0.761 -2.776 0.953  0.03
23 H -1.578 -2.076 2.406  0.03
24 H -1.933 -1.424 0.773  -0.02

DFT (ωB97M-V/def2-TZVPD) results for a cluster of 2 separate species, C5H14N2OSi in total in a non-equilibrium geometry.

Results
Highest occupied orbital energy (spin up / spin down) ... -6.26 / -7.79 eV
Energy above the lowest of the compared OMol25 structures with the same formula, charge and spin ... 109.4 kcal/mol

Each line ends with the Löwdin charge.
Geometry (Å):
1 C 2.526 -0.789 0.007  -0.19
2 C 2.545 0.747 -0.377  -0.18
3 C 1.073 -1.231 -0.107  -0.24
4 C 1.627 1.499 0.524  -0.29
5 C 0.244 -0.396 0.868  -0.15
6 N -3.497 -1.592 -0.296  -0.15
7 N -2.826 1.307 -0.728  -0.15
8 O 0.357 0.982 0.492  -0.23
9 Si -3.065 -0.030 0.314  0.52
10 H 3.128 -1.298 -0.845  0.13
11 H 3.008 -0.928 0.982  0.11
12 H 3.496 1.180 -0.576  0.09
13 H 2.026 0.852 -1.429  0.15
14 H 0.578 -1.052 -1.041  0.09
15 H 0.968 -2.335 0.231  0.13
16 H 1.959 1.451 1.531  0.11
17 H 1.489 2.569 0.251  0.14
18 H 0.503 -0.522 1.973  0.11
19 H -2.876 -1.859 -1.033  0.00
20 H -4.494 -1.781 -0.111  0.03
21 H -1.977 1.783 -0.368  0.01
22 H -2.834 1.185 -1.746  0.03
23 H -3.961 0.258 1.484  -0.07

Record-wise E values, in a.u.: -664.76965; -270.47848; -1010.80427; -380.28708; -4337.83870; -2681.69526; -1133.82380; -673.03564